The following is a quantum chemistry calculation of a cluster of 2 separate species, C4H8NOS in total, from the OMol25 dataset.

XYZ file:
```
15
Properties=species:S:1:pos:R:3:nbo_charge:R:1
C 0.558 -1.258 0.461 0.3642
C -1.739 0.391 0.202 0.1753
C -1.473 1.733 0.673 -0.7738
C 2.584 -0.810 -0.779 -0.2573
N -0.573 -1.241 0.896 -0.3334
O 1.209 -0.493 -0.414 -0.4928
S -2.896 -0.350 -0.742 0.4553
H 1.220 -2.075 0.918 0.2230
H -0.413 1.968 0.326 0.3126
H -1.572 1.623 1.791 0.3160
H -2.204 2.380 0.258 0.2510
H 2.686 -1.151 -1.796 0.2082
H 3.180 -1.616 -0.112 0.2086
H 3.020 0.107 -0.846 0.2054
H -3.586 0.793 -0.836 0.1379
```

For the strongest force on any atom, the calculation gives 0.124 hartree/bohr. For the calculated total energy, the calculation gives -684.9508 a.u. As for the net charge: +1. Its spin multiplicity is 1.

***

The following is a quantum chemistry calculation of a cluster of 6 separate species, C3H19N2O5 in total, from the OMol25 dataset.

XYZ file:
```
29
Properties=species:S:1:pos:R:3:nbo_charge:R:1
C 1.029 -2.261 0.816 -0.6691
C 0.433 -0.981 0.387 0.2293
C -0.864 -0.931 -0.060 -0.2630
N -1.573 0.298 -0.356 -0.7664
N 1.244 0.134 0.483 -0.8098
H 0.377 -3.112 0.614 0.2392
H 1.281 -2.267 1.916 0.2488
H 2.029 -2.501 0.364 0.2385
H -1.476 -1.813 -0.130 0.2257
H -2.464 0.182 -0.878 0.4336
H -1.029 1.029 -0.977 0.4716
H -1.806 0.849 0.556 0.4765
H 2.193 0.043 0.803 0.4062
H 0.973 1.000 0.038 0.4232
H 1.247 -2.240 -3.153 0.4876
H 0.399 -1.482 -2.189 0.4833
O 0.748 -1.456 -3.078 -0.9497
H 0.385 3.138 -1.409 0.5119
H 0.842 1.744 -2.136 0.5261
O 0.293 2.130 -1.379 -1.0342
H -2.438 2.336 2.294 0.4921
H -1.717 1.082 2.830 0.5132
O -2.181 1.457 2.098 -0.9755
H -1.196 -0.340 4.513 0.4886
H -0.525 0.998 4.965 0.5035
O -0.796 0.432 4.142 -0.9613
H 1.564 1.335 -4.276 0.4858
H 1.394 0.139 -3.393 0.5059
O 1.633 1.061 -3.405 -0.9617
```

For the strongest force on any atom, the calculation gives 0.064 hartree/bohr. For the calculated total energy, the calculation gives -611.2048 a.u. As for the net charge: +1. Its spin multiplicity is 1.

***

The following is a quantum chemistry calculation of an isolated molecule of C4H8O2, from the OMol25 dataset.

XYZ file:
```
14
Properties=species:S:1:pos:R:3:nbo_charge:R:1
C -2.322 0.200 0.236 -0.2478
O -1.177 -0.602 0.153 -0.5259
C -0.054 0.235 0.120 -0.0901
C 1.148 -0.588 -0.264 0.0325
C 2.502 -0.069 -0.097 -0.1124
O 1.992 -1.059 0.779 -0.4803
H -3.188 -0.434 0.039 0.1965
H -2.422 0.663 1.229 0.1657
H -2.230 1.022 -0.500 0.1595
H 0.111 0.722 1.097 0.1786
H -0.279 1.051 -0.602 0.1658
H 0.957 -1.334 -1.037 0.1942
H 2.641 0.915 0.354 0.1787
H 3.288 -0.383 -0.783 0.1850
```

For the strongest force on any atom, the calculation gives 0.013 hartree/bohr. For the calculated total energy, the calculation gives -307.6157 a.u. As for the net charge: 0. Its spin multiplicity is 1.

***

The following is a quantum chemistry calculation of a structure of composition C13H18ClNO3PtS, from the OMol25 dataset.

XYZ file:
```
38
Properties=species:S:1:pos:R:3:nbo_charge:R:1
Pt -0.872 -0.581 -0.079 0.7571
N -0.088 -0.311 1.823 -0.7885
C -0.698 0.925 2.359 -0.3498
C -0.690 1.986 1.253 0.7603
O -0.689 3.161 1.561 -0.6424
O -0.623 1.502 0.056 -0.7716
H -0.179 -1.098 2.454 0.3972
H 0.906 -0.158 1.653 0.4205
H -0.179 1.303 3.239 0.2112
H -1.734 0.710 2.618 0.2194
O 2.119 -0.113 -0.525 -1.0218
S 1.951 0.970 -1.558 1.2522
C 3.242 2.203 -1.152 -0.6063
C 4.269 2.230 -2.279 -0.4093
C 4.323 0.806 -2.831 -0.4127
C 2.866 0.418 -3.032 -0.6106
H 3.658 1.799 -0.228 0.2436
H 2.772 3.163 -0.946 0.2449
H 5.238 2.576 -1.919 0.2251
H 3.948 2.916 -3.066 0.2043
H 4.785 0.137 -2.102 0.2158
H 4.894 0.742 -3.757 0.2201
H 2.682 -0.652 -3.118 0.2450
H 2.428 0.932 -3.891 0.2206
Cl -4.269 1.578 -3.503 0.0064
C -3.406 0.318 -2.680 -0.0385
C -2.071 0.165 -2.858 -0.1878
C -1.380 -0.876 -2.164 -0.3310
C -2.117 -1.772 -1.322 -0.0517
C -1.288 -2.576 -0.452 -0.5813
C -3.523 -1.554 -1.162 -0.1914
C -4.146 -0.551 -1.827 -0.2037
H -1.529 0.813 -3.533 0.2323
H -0.389 -1.159 -2.502 0.2421
H -0.433 -3.077 -0.896 0.2170
H -1.793 -3.166 0.306 0.2088
H -4.080 -2.205 -0.500 0.2235
H -5.207 -0.383 -1.709 0.2309
```

For the strongest force on any atom, the calculation gives 0.008 hartree/bohr. For the calculated total energy, the calculation gives -1764.3297 a.u. As for the net charge: 0. Its spin multiplicity is 1.

***

The following is a quantum chemistry calculation of the ion C5H12NS with charge +1, from the OMol25 dataset.

XYZ file:
```
19
Properties=species:S:1:pos:R:3:nbo_charge:R:1
C -0.927 -0.711 1.592 -0.6586
C -0.871 -0.121 0.201 0.1383
C -1.450 -0.915 -0.921 -0.6736
S -0.934 1.736 0.112 0.3820
N 0.471 0.579 -0.146 -0.3606
C 0.952 0.479 -1.589 -0.4270
C 1.671 0.856 1.045 -0.3291
H -1.906 -1.120 1.627 0.2560
H -1.015 0.021 2.327 0.2450
H -0.105 -1.385 1.651 0.2392
H -1.182 -0.530 -1.964 0.2410
H -2.467 -1.187 -0.965 0.2746
H -0.902 -1.850 -0.863 0.2390
H 1.857 1.071 -1.511 0.2308
H 1.069 -0.572 -2.153 0.2608
H 0.197 0.974 -2.142 0.2325
H 1.065 0.875 1.992 0.2462
H 2.336 0.033 1.061 0.2247
H 2.142 1.766 0.646 0.2386
```

For the strongest force on any atom, the calculation gives 0.068 hartree/bohr. For the calculated total energy, the calculation gives -650.3021 a.u. As for the net charge: +1. Its spin multiplicity is 1.

***

The following is a quantum chemistry calculation of a structure of composition C17H19Cl27NO4S2, from the OMol25 dataset.

XYZ file:
```
70
Properties=species:S:1:pos:R:3:nbo_charge:R:1
C 1.189 0.734 3.044 -0.6657
C 1.944 -0.619 3.156 -0.0170
C 2.373 -1.012 4.505 -0.2189
C 3.106 -2.241 4.779 -0.2283
C 3.436 -3.104 3.654 -0.2272
C 3.021 -2.704 2.308 -0.1918
C 2.270 -1.497 2.010 -0.0107
C 1.811 -1.016 0.598 -0.6999
S 1.396 -2.335 -0.605 2.1910
O 1.284 -3.678 -0.011 -0.9656
O 0.062 -1.969 -1.141 -1.0010
N 2.430 -2.252 -1.928 -1.1070
S 3.796 -3.196 -1.706 2.0194
O 4.973 -2.299 -1.768 -0.9801
O 3.902 -4.132 -2.847 -0.9811
H 1.034 1.110 1.994 0.2232
H 0.175 0.734 3.543 0.2266
H 1.790 1.530 3.572 0.2254
H 2.151 -0.363 5.392 0.2060
H 3.422 -2.561 5.801 0.2119
H 3.984 -4.070 3.749 0.2165
H 3.282 -3.387 1.471 0.2226
H 0.877 -0.410 0.757 0.2601
H 2.577 -0.282 0.225 0.2681
H 3.775 -3.957 -0.558 0.0076
C -1.785 -2.700 -4.003 -0.2846
Cl -2.023 -0.980 -4.356 -0.0073
Cl -3.084 -3.303 -2.968 0.0137
Cl -1.695 -3.637 -5.505 -0.0017
H -0.844 -2.813 -3.469 0.2723
C 0.443 1.735 -5.654 -0.2821
Cl 2.184 1.758 -5.366 0.0306
Cl -0.325 3.164 -4.947 0.0007
Cl 0.099 1.636 -7.387 0.0073
H 0.030 0.852 -5.174 0.2464
C -1.155 3.710 5.084 -0.2831
Cl 0.476 3.478 5.725 0.0186
Cl -1.211 5.126 4.026 0.0160
Cl -1.692 2.266 4.219 0.0316
H -1.829 3.880 5.918 0.2264
C 2.596 3.492 0.431 -0.2810
Cl 1.197 3.501 1.512 0.0176
Cl 3.370 5.082 0.403 0.0082
Cl 3.751 2.247 0.919 0.0297
H 2.250 3.263 -0.573 0.2363
C -5.129 -4.227 0.398 -0.2810
Cl -5.509 -5.605 1.440 0.0089
Cl -4.963 -4.744 -1.282 0.0362
Cl -6.370 -2.976 0.546 0.0084
H -4.181 -3.807 0.720 0.2409
C 2.359 -2.193 -6.583 -0.2816
Cl 0.919 -1.766 -5.649 0.0010
Cl 2.539 -1.118 -7.979 -0.0156
Cl 3.771 -2.129 -5.541 0.0632
H 2.247 -3.210 -6.947 0.2251
C -5.707 1.586 5.671 -0.2859
Cl -5.685 1.033 3.993 0.0229
Cl -5.163 0.302 6.757 0.0133
Cl -4.705 3.030 5.863 -0.0012
H -6.730 1.847 5.932 0.2331
C 4.323 1.973 -9.899 -0.2855
Cl 4.457 3.316 -11.045 -0.0006
Cl 5.616 2.049 -8.698 0.0202
Cl 2.743 1.980 -9.112 0.0344
H 4.425 1.044 -10.451 0.2262
C -8.155 4.971 6.534 -0.2814
Cl -7.460 5.671 5.070 0.0321
Cl -8.472 3.244 6.308 0.0106
Cl -7.087 5.232 7.917 0.0254
H -9.099 5.466 6.734 0.2313
```

For the strongest force on any atom, the calculation gives 0.101 hartree/bohr. For the calculated total energy, the calculation gives -14236.3844 a.u. As for the net charge: -1. Its spin multiplicity is 1.

***

The following is a quantum chemistry calculation of a cluster of 2 separate species, C4H6O2 in total, from the OMol25 dataset.

XYZ file:
```
12
Properties=species:S:1:pos:R:3:nbo_charge:R:1
C 0.870 -0.278 -1.371 -0.2444
C 1.208 1.233 1.146 0.5020
O 0.728 2.263 1.168 -0.5133
C -0.994 -0.519 1.296 -0.4773
C -1.160 -0.392 -0.018 0.1431
O -0.336 -0.921 -0.976 -0.5497
H 1.013 -0.556 -2.416 0.1923
H 1.736 -0.618 -0.785 0.1814
H 0.840 0.819 -1.320 0.1719
H -0.137 -1.033 1.719 0.2110
H -1.711 -0.077 1.984 0.2119
H -2.057 0.080 -0.427 0.1710
```

For the strongest force on any atom, the calculation gives 0.030 hartree/bohr. For the calculated total energy, the calculation gives -306.4220 a.u. As for the net charge: 0. Its spin multiplicity is 1.

***

The following is a quantum chemistry calculation of an isolated molecule of C3H7N3O2, from the OMol25 dataset.

XYZ file:
```
15
Properties=species:S:1:pos:R:3:nbo_charge:R:1
O 1.530 -0.877 -2.574 -0.5490
N 0.355 -0.467 -2.179 -0.2658
C 0.237 -0.111 -0.980 0.5855
N -0.820 0.665 -0.743 -0.4640
N -1.394 0.289 0.643 -0.5049
C -0.393 0.451 1.611 -0.2701
C 0.578 -0.551 1.214 -0.1054
O 1.087 -0.200 -0.077 -0.4660
H 1.746 -0.412 -3.586 0.4627
H -1.548 0.481 -1.400 0.3913
H -2.157 0.794 0.957 0.3599
H -0.938 0.278 2.625 0.2217
H -0.185 1.628 1.502 0.1927
H 0.366 -1.576 1.343 0.2060
H 1.537 -0.391 1.645 0.2054
```

For the strongest force on any atom, the calculation gives 0.132 hartree/bohr. For the calculated total energy, the calculation gives -433.0564 a.u. As for the net charge: 0. Its spin multiplicity is 1.

***

The following is a quantum chemistry calculation of a cluster of 2 separate species, C4H5NO in total, from the OMol25 dataset.

XYZ file:
```
11
Properties=species:S:1:pos:R:3:nbo_charge:R:1
C 2.439 -0.790 -0.089 -0.0453
N 1.518 -1.402 0.249 0.2170
O 0.561 -2.042 0.602 -0.4191
H 3.193 -0.119 -0.426 0.2541
C 0.294 1.519 -0.452 -0.3051
C -0.678 0.871 -0.161 0.0376
C -1.878 0.108 0.182 -0.6960
H 1.146 2.108 -0.711 0.2324
H -1.953 -0.031 1.264 0.2419
H -2.771 0.639 -0.162 0.2336
H -1.855 -0.882 -0.282 0.2490
```

For the strongest force on any atom, the calculation gives 0.016 hartree/bohr. For the calculated total energy, the calculation gives -285.2336 a.u. As for the net charge: 0. Its spin multiplicity is 1.

***

- Which of these has the lowest calculated total energy?
  C17H19Cl27NO4S2

***

- Number 5 is which compound?
  C5H12NS